# 1
2 unconnected molecules or ions with the total composition C3H4F3IO at a distorted geometry, computed with ωB97M-V/def2-TZVPD.

The calculation puts the orbital gap (spin up / spin down) at 5.9 / 8.4 eV. As for the strongest force on any atom: 0.155 hartree/bohr. Its HOMO energy (spin up / spin down) is -0.2158 / -0.3844 Eh. The spin multiplicity is 3. The calculation puts the energy at -789.07422 hartree. As for the expectation value of S²: 2.01.

```
12
Properties=species:S:1:pos:R:3:forces:R:3
C 0.1762 -1.9732 -0.5714 -0.82 -7.12 -1.85
C 0.0144 -0.6939 -0.1738 -3.33 7.08 1.62
C -1.3808 -0.1005 -0.4212 1.99 0.22 0.97
O 1.0433 0.1083 0.1775 -0.49 0.41 0.43
F -1.4375 1.0632 0.2884 -0.43 0.04 -0.43
F -2.3370 -0.9228 0.0442 -0.11 -0.02 0.14
F -1.7377 0.1513 -1.6965 0.13 0.24 -0.11
I 2.1675 3.6386 0.8423 0.19 -0.87 1.31
H 2.4213 2.7361 2.2583 -0.20 0.85 -1.28
H 1.1526 -2.3724 -0.6717 0.47 -0.59 -0.44
H -0.7971 -2.6081 -0.6292 2.33 0.88 0.28
H 0.7148 0.9733 0.5532 0.28 -1.12 -0.63
```
Forces are in eV/Å.

# 2
A molecular structure, C37H48AsGeNO2PdS2, computed with ωB97M-V/def2-TZVPD.

The calculation puts the orbital gap (spin up / spin down) at 7.5 / 4.1 eV. As for the energy above the lowest of the compared OMol25 structures with the same formula, charge and spin: 18.0 kJ/mol. Its total charge is +4. As for the strongest force on any atom: 0.012 hartree/bohr. Its HOMO energy (spin up / spin down) is -0.6910 / -0.6910 Eh. The spin multiplicity is 5. The calculation puts the energy at -6879.23919 hartree. As for the expectation value of S²: 6.08.

```
93
Properties=species:S:1:pos:R:3:forces:R:3
Pd 0.0563 -0.7954 1.3411 -0.48 0.30 -0.04
S -0.9594 -3.2157 1.8105 0.03 -0.23 0.07
C 0.0741 -2.8704 3.0897 0.11 0.19 -0.15
N 0.7307 -1.6905 3.1013 0.14 -0.31 0.35
C 1.4918 -1.5731 4.2185 0.01 0.17 -0.05
C 2.2649 -0.4616 4.6102 0.10 -0.05 0.20
C 3.0064 -0.5142 5.8280 -0.13 0.10 -0.27
C 2.9756 -1.6256 6.6323 -0.13 -0.25 -0.02
C 2.1948 -2.7497 6.2679 0.02 0.18 -0.10
C 1.4452 -2.7018 5.0602 0.27 0.03 0.33
S 0.4183 -3.8866 4.4473 -0.24 -0.24 0.01
H 2.2871 0.4305 3.9988 0.02 0.00 -0.01
H 3.5985 0.3451 6.1152 0.00 0.01 -0.01
H 3.5423 -1.6581 7.5538 0.01 0.01 0.01
H 2.1716 -3.6277 6.9035 -0.01 -0.02 0.00
C 5.2127 3.7141 -0.6339 -0.05 -0.02 -0.04
C 3.8886 2.9585 -0.7034 0.04 0.03 0.03
C 3.3857 2.5891 0.6868 -0.09 0.05 0.04
C 2.0052 1.8823 0.6927 -0.30 0.16 0.09
Ge 2.3434 -0.0074 0.6144 0.57 -0.19 0.11
C 2.9234 -1.1909 -0.7827 -0.09 -0.16 -0.23
C 2.2413 -1.1838 -2.1511 -0.04 0.04 0.04
C 2.6443 -0.0220 -3.0496 0.01 -0.04 -0.02
C 1.8731 -0.0285 -4.3635 0.05 0.01 0.01
H 5.6214 3.8794 -1.6290 0.00 0.03 0.00
H 5.9532 3.1546 -0.0608 0.02 -0.01 -0.01
H 5.0822 4.6866 -0.1588 0.01 -0.01 0.01
H 4.0093 2.0565 -1.3133 0.01 -0.03 0.01
H 3.1316 3.5776 -1.1962 0.01 -0.01 -0.04
H 3.2854 3.4887 1.2987 0.03 0.03 -0.05
H 4.1503 1.9853 1.1930 -0.03 -0.01 0.03
H 1.3390 2.2127 -0.1028 0.09 0.09 -0.06
H 1.4810 2.0636 1.6365 0.01 0.04 -0.03
H 3.1675 -0.3667 1.8794 -0.16 -0.06 -0.02
H 2.8926 -2.1860 -0.3262 0.06 0.04 -0.01
H 3.9908 -0.9310 -0.8455 0.02 -0.10 -0.10
H 1.1547 -1.1730 -2.0251 0.17 -0.02 0.03
H 2.4730 -2.1292 -2.6476 0.04 0.04 -0.06
H 3.7159 -0.0708 -3.2582 -0.01 0.06 0.02
H 2.4831 0.9276 -2.5221 0.05 0.01 0.03
H 2.1177 -0.9050 -4.9638 -0.01 -0.02 0.00
H 2.0962 0.8499 -4.9673 0.04 0.02 -0.05
H 0.7888 -0.0653 -4.1915 0.00 -0.06 -0.02
O -0.5269 -0.1460 -0.5065 0.13 0.22 -0.21
As -1.6925 -0.4503 -1.7052 0.07 0.27 0.34
C -1.5261 1.0187 -2.9592 0.13 0.22 -0.07
C -0.3240 1.7596 -3.0253 -0.02 -0.01 -0.10
C -0.1281 2.8198 -3.9768 -0.03 -0.14 0.13
C -1.1168 3.1311 -4.8663 -0.18 -0.09 0.00
C -2.3190 2.4013 -4.8129 0.09 -0.14 0.21
C -2.5179 1.3344 -3.8460 -0.02 0.27 -0.21
C -1.3443 -2.0454 -2.6445 0.07 -0.36 -0.05
C -1.8726 -2.2338 -3.9196 -0.02 0.00 0.01
C -1.6952 -3.4523 -4.5568 0.03 -0.04 -0.01
C -0.9990 -4.4742 -3.9230 -0.01 0.04 0.01
C -0.4683 -4.2807 -2.6529 0.02 -0.01 0.00
C -0.6397 -3.0663 -2.0083 0.02 0.02 -0.03
C -3.4448 -0.4136 -1.0202 -0.31 -0.18 -0.07
C -3.9963 -1.6354 -0.6257 -0.01 0.04 -0.04
C -5.2795 -1.6618 -0.1034 -0.06 -0.01 0.02
C -6.0118 -0.4848 0.0044 0.03 -0.02 -0.01
C -5.4635 0.7275 -0.3994 0.02 0.00 0.00
C -4.1776 0.7687 -0.9168 0.07 0.07 0.16
H 0.4855 1.5096 -2.3487 -0.06 0.07 0.03
H 0.8128 3.3546 -3.9768 0.01 0.00 0.01
H -0.9952 3.9186 -5.5982 0.00 0.01 0.00
H -3.1232 2.6381 -5.4996 -0.03 -0.03 -0.01
H -3.4713 0.8181 -3.8545 0.00 0.00 0.01
H -2.4176 -1.4506 -4.4327 -0.03 0.01 0.03
H -2.0995 -3.6069 -5.5477 0.00 0.01 -0.01
H -0.8640 -5.4233 -4.4243 0.00 0.00 0.00
H 0.0836 -5.0783 -2.1741 0.00 -0.01 0.01
H -0.1931 -2.8966 -1.0341 -0.05 -0.03 -0.02
H -3.4482 -2.5628 -0.7560 0.00 0.02 -0.01
H -5.7228 -2.6021 0.1961 0.00 0.00 -0.01
H -7.0216 -0.5145 0.3918 0.00 0.00 0.01
H -6.0420 1.6376 -0.3142 0.00 0.01 -0.02
H -3.7510 1.7231 -1.2026 0.01 0.00 -0.05
C -0.9735 1.1616 5.0671 0.00 0.04 0.07
C -1.7704 0.0080 4.5006 0.07 -0.16 -0.07
O -1.7228 -0.0927 3.0672 -0.03 0.19 -0.16
C -2.6314 0.7891 2.3743 -0.07 -0.02 0.11
C -1.9569 2.0422 1.8593 0.06 0.03 -0.07
H -0.9981 1.1259 6.1570 -0.01 -0.01 0.01
H -1.3793 2.1266 4.7710 -0.02 0.01 0.00
H 0.0728 1.1236 4.7500 -0.01 0.00 -0.05
H -2.8144 0.0675 4.8142 0.00 -0.01 0.00
H -1.3879 -0.9493 4.8693 0.01 0.01 0.03
H -3.4586 1.0361 3.0429 0.00 0.02 -0.02
H -3.0428 0.2067 1.5493 0.00 -0.01 0.00
H -1.6172 2.6975 2.6587 -0.01 -0.01 0.02
H -2.6593 2.6104 1.2468 -0.01 0.01 0.02
H -1.0983 1.7939 1.2251 -0.02 -0.03 -0.01
```
Forces are in eV/Å.

# 3
13 unconnected molecules or ions with the total composition C45H63F7N2O25 at a distorted geometry, computed with ωB97M-V/def2-TZVPD.

The calculation puts the orbital gap at 8.4 eV. As for the strongest force on any atom: 0.099 hartree/bohr. Its HOMO energy is -0.2912 Eh. The calculation puts the energy at -4442.06598 hartree.

```
142
Properties=species:S:1:pos:R:3:forces:R:3
C 4.6401 1.8922 3.1948 -0.06 -1.34 0.07
C 3.5790 1.7278 2.0707 0.90 0.34 0.84
C 4.1769 0.7236 1.1288 0.90 -1.06 -0.66
O 5.2716 0.0787 1.8136 0.49 0.40 1.21
C 5.8672 1.0876 2.6731 -0.31 1.00 -0.75
H 4.2609 1.3538 4.0980 0.40 0.85 -0.43
H 4.8070 2.9555 3.3544 0.27 -0.17 0.46
H 3.4823 2.6790 1.6093 -0.28 0.84 -0.73
H 2.6347 1.5055 2.5218 -0.54 -0.58 -0.06
H 4.6574 1.1831 0.2570 -0.47 0.29 -0.11
H 3.5157 -0.0760 0.7597 0.12 0.34 0.27
H 6.5838 1.7460 2.1139 -0.76 -0.35 -0.14
H 6.5155 0.6992 3.4644 -0.59 -0.68 -0.09
C 0.5644 3.7463 3.0272 -0.94 -0.49 0.69
C 0.3326 4.6267 4.2410 0.42 0.92 0.80
C 1.1114 5.8984 3.8805 0.49 -1.07 -0.57
O 0.8424 6.0445 2.4659 0.38 -0.28 0.64
C 0.8772 4.7000 1.9239 0.36 1.20 -1.50
H -0.3734 3.2332 2.8158 0.18 -0.29 -0.15
H 1.3335 3.0243 3.2569 0.21 -0.15 -0.18
H 0.7087 4.1631 5.1396 0.29 -0.17 0.33
H -0.6990 4.8708 4.4741 -0.31 -0.05 -0.43
H 2.1938 5.6905 4.0282 -0.37 0.29 -0.08
H 0.8497 6.7983 4.4222 -0.22 0.18 -0.11
H 1.8101 4.5248 1.3345 -0.24 0.07 0.85
H 0.1032 4.7004 1.1687 -0.34 -0.13 -0.28
C -0.9074 -5.4272 -2.5372 0.02 -0.22 -0.94
C -1.3878 -5.4930 -4.0058 -1.80 0.92 1.21
C -0.1305 -5.2916 -4.7182 1.44 -1.76 -0.74
O 0.7036 -4.4620 -3.9632 -0.04 1.13 0.77
C 0.1031 -4.2962 -2.6494 0.50 0.03 -0.05
H -0.4324 -6.3740 -2.2633 -0.06 0.20 0.14
H -1.7444 -5.2188 -1.9011 -0.15 0.07 0.62
H -2.1311 -4.6790 -4.1590 0.53 -0.19 -0.04
H -1.9201 -6.3920 -4.2725 0.04 -0.47 -0.02
H -0.2110 -4.9864 -5.7416 -0.07 0.67 -0.64
H 0.3723 -6.2723 -4.7551 -0.03 -0.06 -0.23
H -0.3870 -3.3090 -2.5947 0.07 -0.22 -0.07
H 0.9283 -4.3281 -1.9220 -0.42 -0.02 -0.18
C -0.2903 4.3784 -2.6068 -0.97 -2.16 0.77
C 0.9443 5.1493 -2.3511 1.27 0.45 -0.81
C 0.4480 6.5102 -2.7117 -0.55 2.08 -0.29
O -0.9448 6.5488 -2.3007 0.15 0.10 -0.14
C -1.3350 5.2293 -1.8957 0.34 0.42 -1.86
H -0.1852 3.3373 -2.2660 -0.35 0.24 0.14
H -0.5677 4.3149 -3.6518 0.20 0.17 -0.38
H 1.8496 4.8022 -2.8727 -0.45 0.24 -0.21
H 1.2215 5.1724 -1.3145 -0.08 -0.28 0.80
H 0.4670 6.7760 -3.7920 0.20 -0.44 0.50
H 0.9047 7.3383 -2.1605 0.34 -0.17 -0.16
H -2.3600 5.0833 -2.2550 0.17 -0.20 0.46
H -1.2133 5.2005 -0.8431 -0.27 -0.52 1.28
N -1.0590 -0.1265 -0.8387 0.60 -2.03 -0.29
C -0.8054 1.0115 -0.2076 0.60 1.47 0.63
C 0.1612 0.7554 0.7684 -0.26 -0.25 0.41
C 0.4477 -0.6599 0.7471 -0.21 1.08 -0.53
C -0.2945 -1.1321 -0.2949 -0.82 -1.08 -0.76
H -1.6195 -0.2567 -1.6683 -0.28 0.28 0.11
H -1.3562 1.8904 -0.5472 0.49 -0.08 0.53
H 0.5735 1.4194 1.5143 -0.15 0.24 -0.26
H 1.1047 -1.2598 1.3635 -0.08 0.37 -0.03
H -0.4077 -2.1332 -0.6969 0.15 0.14 0.16
N 2.0535 0.3975 -2.3276 -0.13 -0.98 1.51
C 2.8421 1.4707 -2.6587 -0.19 -0.56 -0.79
C 3.4588 1.1198 -3.8365 0.52 0.28 -1.36
C 3.0551 -0.1917 -4.2073 0.07 0.28 0.75
C 2.2588 -0.6282 -3.2011 -0.61 0.48 0.02
H 1.6332 0.1490 -1.4175 0.27 0.87 -0.57
H 2.7823 2.4021 -2.1399 0.14 0.19 0.30
H 4.1015 1.6646 -4.5333 -0.27 0.36 0.78
H 3.2719 -0.7419 -5.0880 0.42 -0.22 -0.50
H 1.7567 -1.5458 -3.0401 -0.35 -0.73 0.01
C -2.3450 -4.1584 1.4513 -0.69 -0.09 -0.30
C -1.2286 -4.2796 2.4921 -0.37 -0.78 0.81
O -0.5708 -5.4568 2.0770 0.20 0.87 1.17
C -1.1378 -5.9775 0.9866 -0.63 -0.54 -0.49
O -0.6523 -6.8528 0.3661 0.36 -0.90 -0.48
O -2.3265 -5.4081 0.7031 0.96 0.98 0.63
F -1.7696 -4.4437 3.8152 0.74 -0.01 -1.87
H -2.2174 -3.3179 0.7647 0.09 -0.09 0.12
H -3.3326 -4.1525 1.8840 -0.12 0.52 0.47
H -0.4568 -3.5109 2.5675 -0.49 0.18 -0.09
C -1.8887 -1.6221 -5.7870 1.20 0.16 0.48
C -3.4043 -1.5246 -5.8868 0.69 1.19 -1.63
O -3.6539 -0.4719 -5.0307 -1.76 0.06 -1.34
C -2.6978 -0.3313 -4.1458 1.36 -0.97 -0.29
O -2.8368 0.3955 -3.2487 0.75 1.58 2.27
O -1.6161 -1.1128 -4.4508 -1.10 0.13 -0.11
F -4.0946 -2.5722 -5.4764 -0.53 -2.04 0.96
H -1.3761 -0.9067 -6.4343 -0.43 -0.12 -0.43
H -1.3780 -2.5786 -5.9048 -0.54 -0.14 0.14
H -3.8241 -1.2892 -6.8690 0.50 0.23 -0.04
C -6.0525 -3.9307 -2.4017 0.99 0.64 -0.60
C -4.8361 -4.8703 -2.0846 -1.52 -0.53 -0.78
O -3.8880 -4.0030 -1.6346 -0.05 -0.66 0.28
C -4.1912 -2.7318 -1.9799 -0.27 0.76 -0.06
O -3.3910 -1.8947 -1.7645 0.22 1.07 -0.18
O -5.4381 -2.5734 -2.5134 0.99 -2.32 0.86
F -4.3811 -5.4594 -3.2759 -0.41 0.42 0.64
H -6.8158 -3.8492 -1.6387 -0.03 -0.32 0.16
H -6.4511 -4.1784 -3.3788 -0.21 -0.03 0.02
H -5.0317 -5.7196 -1.3969 0.21 0.77 -0.25
C -3.2539 6.6056 0.8778 1.18 0.01 -1.23
C -2.3664 6.3562 2.1307 -2.08 0.71 1.26
O -2.3300 4.9277 2.2458 -0.35 2.03 -0.58
C -3.0148 4.4423 1.1818 0.71 -4.74 -1.75
O -2.8646 3.2738 0.8101 -0.61 2.54 1.40
O -3.7535 5.3025 0.4967 1.11 0.76 0.97
F -3.2320 6.9304 3.1373 1.10 -1.07 -0.16
H -2.7673 7.0717 -0.0046 0.00 -0.42 0.58
H -4.1048 7.1705 1.1481 -0.62 0.79 0.43
H -1.3910 6.8210 2.3817 -0.41 -0.62 -0.95
C 4.3629 -4.3875 -0.7896 0.79 0.54 0.47
C 4.8241 -3.2482 0.1465 1.72 0.35 -2.35
O 3.9138 -3.2367 1.1356 -1.57 -0.21 0.95
C 2.7202 -3.6808 0.5758 0.32 0.86 0.07
O 1.6521 -3.5099 1.0434 -0.59 -0.08 0.86
O 2.9380 -4.2175 -0.6037 0.88 -1.31 -1.02
F 4.6961 -2.0707 -0.6148 -0.02 -0.38 0.45
H 4.7418 -5.3747 -0.4871 -0.59 0.18 0.32
H 4.7036 -4.2589 -1.8209 -0.65 0.40 0.15
H 5.8574 -3.2279 0.5049 -0.36 -0.34 0.17
C -2.0160 0.5194 3.3403 -0.91 -0.66 -1.32
C -3.1895 0.3307 2.3073 1.23 0.10 0.39
O -4.3063 0.8115 2.9398 0.13 0.71 1.77
C -3.9620 1.2210 4.2686 -1.17 -0.09 -1.63
O -4.7435 1.7296 4.9975 0.26 -0.27 0.00
O -2.6814 0.9873 4.4756 0.12 0.32 1.34
F -3.3453 -1.0426 2.1270 0.00 0.29 -0.37
H -1.2358 1.2065 3.0707 0.12 0.32 -0.33
H -1.5979 -0.4613 3.5222 0.21 -0.18 0.18
H -3.0643 0.8647 1.3628 0.06 -0.58 -0.08
C 2.4409 -2.4168 4.4663 0.26 0.66 0.28
C 3.2214 -1.8809 5.7421 1.25 -0.95 -1.54
O 2.8807 -0.5468 5.8908 -1.20 -0.41 -0.61
C 2.0651 -0.1491 4.8219 1.02 -1.67 0.08
O 1.6738 0.9477 4.6811 -0.44 0.61 -0.05
O 1.8554 -1.1973 3.9761 -0.03 0.62 0.51
F 4.5731 -1.9002 5.3306 -0.51 -0.02 0.48
H 1.6353 -3.1507 4.5807 0.20 0.23 0.54
H 3.1391 -2.8098 3.6968 -0.23 0.43 0.67
H 3.2103 -2.4621 6.6790 -0.41 0.48 -0.41
```
Forces are in eV/Å.